No. 1
{
  "formula": "C58H64AsBrCl5N4O2RhSi",
  "method": "the ωB97M-V functional and the def2-TZVPD basis",
  "relative_energy_kj_mol": 0.0,
  "spin_multiplicity": 5,
  "elements": ["C", "C", "H", "C", "C", "Cl", "H", "H", "H", "H", "C", "C", "Br", "C", "Cl", "H", "C", "C", "H", "C", "C", "H", "H", "H", "C", "H", "H", "C", "H", "H", "C", "C", "H", "C", "H", "C", "C", "H", "C", "Rh", "Cl", "H", "Cl", "H", "Si", "C", "C", "C", "H", "C", "H", "C", "C", "H", "C", "N", "H", "H", "C", "O", "C", "H", "H", "C", "H", "C", "H", "H", "H", "C", "H", "C", "H", "H", "C", "H", "H", "C", "H", "H", "C", "C", "H", "N", "H", "H", "Cl", "N", "H", "H", "C", "C", "H", "O", "H", "C", "H", "H", "C", "H", "H", "H", "C", "C", "H", "H", "H", "H", "C", "C", "H", "C", "C", "H", "As", "C", "H", "C", "H", "H", "C", "N", "H", "H", "H", "H", "C", "C", "C", "C", "C", "C", "H", "C", "C", "H", "C"],
  "xyz": [[-5.422, -1.057, -1.964], [2.248, 1.877, 4.254], [1.643, 2.701, 4.641], [-0.814, 3.875, -0.993], [5.224, 3.997, 3.316], [-6.334, 1.791, 2.342], [-1.453, 0.620, 6.527], [5.181, -0.315, 2.188], [0.946, -1.567, -1.239], [1.537, -4.862, 2.297], [-1.217, 2.541, 3.266], [-2.950, -0.258, 1.535], [-1.700, -0.711, -1.624], [5.272, -1.679, -0.769], [-7.114, -1.083, 3.233], [-2.088, 3.015, 6.483], [4.948, -1.245, 1.662], [2.098, 0.932, -2.013], [-1.081, -3.825, -5.019], [-1.407, 1.183, 5.605], [-0.461, -0.817, 4.415], [1.578, 1.198, 3.746], [-4.786, -3.221, -4.612], [1.995, 0.813, -3.093], [0.329, -2.807, 5.479], [-0.159, 5.898, -1.340], [4.198, 2.262, -0.688], [0.077, 4.942, -0.885], [1.892, -3.767, -1.845], [-6.233, -2.986, -3.627], [5.493, 3.574, 2.019], [-4.100, -3.136, -1.946], [-2.455, 2.568, -4.796], [1.785, -4.484, 0.195], [-1.900, -2.358, -6.816], [-1.632, 3.227, 4.393], [-0.519, 2.667, -0.401], [-5.536, 0.514, -4.538], [0.704, 2.460, 0.299], [-0.746, -0.235, 1.393], [-5.129, -3.431, 2.765], [2.521, 3.468, 0.935], [-3.593, 2.333, 1.029], [-1.419, -3.485, -3.316], [-3.024, -0.948, -3.458], [1.625, -3.552, -0.816], [6.058, 5.059, 3.983], [4.970, -1.531, -2.116], [6.844, 5.422, 3.320], [1.599, 3.568, 0.388], [-1.868, 4.283, 4.328], [-0.292, -1.570, 5.560], [-3.406, -1.536, 1.851], [-2.552, -0.748, -6.506], [3.925, -0.682, -2.455], [0.940, 1.214, 0.780], [-1.211, 1.844, -0.488], [-3.956, 2.751, -3.097], [1.100, -2.318, -0.482], [1.181, -4.739, 6.525], [-5.194, 0.508, 2.187], [-3.090, 1.702, -1.959], [-0.587, -1.244, 6.551], [-4.596, 0.870, -4.972], [-1.112, 3.048, 2.320], [0.748, -3.248, 4.232], [1.243, -4.213, 4.202], [6.318, 4.027, 1.476], [-5.909, -0.261, -2.536], [-1.750, 2.524, 5.578], [5.238, -2.279, -4.121], [5.083, 2.262, -0.047], [-3.564, -2.810, -1.051], [5.785, 2.998, -0.438], [1.275, 4.777, -0.183], [5.833, -1.877, 1.715], [-6.216, -1.684, -1.537], [0.919, -2.883, 1.747], [-4.876, -0.602, -1.127], [6.531, 4.671, 4.888], [-2.523, -1.774, -6.126], [-2.212, 1.518, -4.590], [3.670, -0.551, -3.505], [-0.065, -1.264, 3.218], [1.127, 0.722, -1.568], [1.962, 5.610, -0.085], [-2.353, -2.894, 1.506], [-0.927, 1.240, 3.275], [2.179, -5.471, -0.020], [2.326, 1.983, -1.813], [-1.797, -3.351, -4.335], [3.505, -0.156, -0.146], [-5.012, -3.650, -1.618], [0.266, -3.084, 7.820], [-4.388, 0.272, -5.869], [4.155, 3.415, 3.978], [-4.797, 1.416, -2.302], [-1.344, 1.505, -3.918], [4.735, 2.595, 1.385], [-1.921, 1.060, -5.540], [6.725, -1.748, -3.340], [-5.679, -1.689, -4.695], [3.186, 0.018, -1.501], [-5.339, -2.483, -4.018], [3.916, 3.735, 4.991], [2.657, 1.341, 5.115], [6.083, -2.340, -0.471], [-1.746, 3.988, -1.534], [-4.513, -1.948, -2.833], [3.662, 2.001, 2.080], [0.019, -1.430, -3.787], [-4.665, -1.824, 2.374], [3.371, 2.422, 3.395], [-3.540, -2.183, -6.176], [2.585, 0.477, 1.459], [-1.921, -1.865, -4.712], [-3.478, -3.871, -2.464], [-0.982, 0.574, 4.434], [5.990, -3.274, -2.868], [-0.433, -0.251, -5.023], [-0.485, -1.308, -4.750], [0.758, -1.982, 0.767], [-4.760, 1.905, -5.299], [0.084, -1.873, -5.500], [4.149, -1.738, 2.222], [5.541, 1.276, -0.147], [-3.916, 0.734, 1.668], [1.429, -4.148, 1.491], [0.575, -3.662, 6.749], [4.557, -1.015, 0.219], [-3.441, 0.844, -3.954], [-3.846, 1.713, -2.749], [5.444, 5.912, 4.278], [0.525, -2.462, 3.121], [-5.558, -0.779, 2.571], [-2.742, -3.893, -4.424], [5.770, -2.249, -3.170]],
  "mulliken_charge": [-2.13, -0.73, 0.49, -0.76, 0.85, -0.19, 0.56, 0.19, 0.61, 0.62, -0.70, -2.06, -0.15, -1.27, -0.20, 0.46, -1.96, -0.67, 0.60, -0.79, 0.34, -1.16, 0.31, 0.64, -1.31, 0.36, -0.17, -0.81, 0.67, 0.56, -0.99, -1.65, 0.61, -1.38, 0.54, -1.19, 0.67, 0.32, 0.22, 0.93, -0.18, 0.30, -0.19, 0.28, -2.43, -1.19, -1.62, 0.55, 0.38, -0.63, 0.56, -0.88, 1.58, 0.31, -1.14, 1.73, -0.61, 0.59, -1.00, -0.73, -0.24, -0.18, 0.79, -1.79, 0.52, -0.64, 0.78, 0.33, 0.30, -0.98, 0.39, -0.82, 0.11, 0.54, -0.95, 0.48, 0.69, 0.22, 0.29, 0.34, -1.76, -2.05, 0.33, 1.97, -0.40, 0.48, -0.16, 1.28, 0.44, 0.15, -2.05, 1.29, 0.59, -0.73, 0.29, -1.03, 0.27, 0.24, 1.14, 0.37, 0.31, 0.26, 0.83, -1.68, 0.47, 0.44, 0.42, 0.51, 2.87, -0.31, 0.19, -0.15, 0.44, 0.29, 1.05, 2.98, 0.24, -0.09, 0.40, 0.24, -1.79, 1.75, 0.53, 0.58, 0.25, 0.13, 1.35, -0.87, 0.28, 0.43, 2.75, -1.36, 0.35, 0.00, 0.55, 0.34, -1.77]
}

---

No. 2
{
  "formula": "C12H26N2O4Si",
  "method": "the ωB97M-V functional and the def2-TZVPD basis",
  "relative_energy_kj_mol": 289.7,
  "spin_multiplicity": 1,
  "elements": ["H", "H", "H", "N", "H", "H", "H", "H", "H", "H", "H", "C", "O", "O", "H", "C", "O", "H", "C", "H", "C", "H", "H", "H", "Si", "C", "H", "H", "C", "H", "C", "H", "H", "C", "H", "C", "C", "H", "O", "H", "C", "N", "H", "H", "C"],
  "xyz": [[-2.318, 0.646, 3.116], [-0.155, 3.770, -2.456], [-3.532, 0.888, 1.191], [-1.070, -1.280, 0.634], [3.097, 2.146, 2.667], [-0.019, -4.120, 0.687], [3.284, 0.272, -0.623], [-1.938, -0.395, -3.488], [-1.761, -1.297, -2.016], [1.845, -0.128, 1.913], [-1.308, 1.747, -3.347], [2.761, -0.394, 1.340], [4.057, 1.669, 0.761], [0.674, -1.212, -1.220], [-4.957, -0.573, -0.090], [-3.943, -1.015, 0.215], [2.601, -1.695, 0.706], [4.504, 3.083, 2.321], [3.684, 2.655, 1.778], [1.032, 2.526, -2.967], [0.199, 2.740, -2.260], [1.690, -4.256, 0.186], [-4.083, -1.814, 0.930], [-1.651, -1.016, 3.425], [1.094, -2.020, 0.167], [0.736, -3.875, -0.066], [3.650, -0.597, 2.018], [0.592, 2.888, -1.240], [-1.830, -0.529, 1.366], [-0.539, -1.426, -3.263], [-0.448, 0.353, -2.138], [0.490, -4.144, -1.056], [-3.514, -1.433, -0.692], [-1.663, -0.131, 2.824], [3.176, 3.517, 1.402], [-0.894, 1.694, -2.417], [3.069, 0.752, 0.341], [2.110, 1.287, 0.183], [0.045, -1.584, 1.280], [-0.643, 0.283, 3.021], [-1.204, -0.774, -2.730], [0.447, 0.117, -1.181], [-2.656, 0.655, -0.156], [-1.683, 1.947, -1.764], [-3.030, 0.074, 0.700]],
  "mulliken_charge": [0.44, 0.41, 0.50, -0.21, 0.21, 0.30, 0.27, 0.40, 0.16, -0.01, 0.60, 0.06, -0.48, -0.14, 0.31, -1.13, -0.62, 0.32, -0.65, 0.29, -1.19, 0.35, 0.33, 0.32, 0.84, -1.24, 0.29, 0.18, 0.68, 0.35, 0.42, 0.35, 0.23, -1.22, 0.28, -0.46, -0.21, 0.20, -0.20, 0.22, -1.33, 0.12, -0.35, 0.13, -0.09]
}

---

No. 3
{
  "formula": "C7H5NO11P2S3SbW",
  "method": "the ωB97M-V functional and the def2-TZVPD basis",
  "relative_energy_kj_mol": 383.3,
  "spin_multiplicity": 2,
  "elements": ["S", "N", "C", "C", "H", "Sb", "P", "C", "O", "H", "O", "H", "O", "C", "P", "O", "S", "H", "O", "O", "W", "C", "S", "C", "C", "O", "O", "O", "O", "H", "O"],
  "xyz": [[0.998, -0.944, 2.102], [-1.783, -0.437, 1.137], [-3.942, -1.395, 0.690], [-4.166, -1.516, 2.056], [3.022, -2.546, -0.406], [1.326, 1.467, 1.849], [0.146, -2.794, -1.401], [-5.474, -2.292, 2.601], [3.314, -0.742, -2.536], [-1.307, -0.055, 3.113], [0.829, -1.441, -2.130], [-1.192, -3.487, -2.963], [1.637, 0.406, -0.842], [-2.426, -0.659, -1.174], [2.245, -0.832, -1.576], [-3.186, -0.899, -2.055], [-0.457, 1.991, 0.253], [-3.373, -1.084, 4.010], [-1.185, -0.151, -1.321], [-5.154, -3.050, 3.519], [0.141, -0.334, -0.020], [-2.053, -0.468, 2.447], [0.248, 2.171, 3.741], [-2.742, -0.861, 0.283], [-3.221, -1.013, 2.942], [-6.491, -1.956, 1.999], [-0.262, -2.162, -0.042], [-1.204, -2.931, -2.168], [1.092, -3.893, -1.431], [-4.681, -1.695, -0.040], [2.471, -1.758, -0.285]],
  "mulliken_charge": [-0.32, 0.24, -0.83, 0.31, 0.32, 0.42, 1.00, 0.33, -0.72, 0.34, -0.22, 0.35, -0.30, -0.03, 0.82, -0.55, -0.24, 0.46, -0.62, -0.67, 1.57, 0.09, -0.24, 1.18, -1.00, -0.66, -0.24, -0.40, -0.70, 0.60, -0.30]
}

---

No. 4
{
  "formula": "C4H6AsF7Mn2O3",
  "method": "the ωB97M-V functional and the def2-TZVPD basis",
  "spin_multiplicity": 11,
  "total_energy_ev": -152873.1893,
  "charge": 2,
  "elements": ["F", "F", "F", "O", "O", "C", "F", "H", "Mn", "F", "Mn", "F", "C", "H", "C", "H", "O", "H", "H", "H", "F", "C", "As"],
  "xyz": [[22.173, -12.515, -1.076], [22.923, -13.058, -3.431], [20.845, -14.548, -1.085], [23.158, -7.889, -4.959], [22.847, -9.183, -3.192], [23.394, -8.014, -6.340], [20.544, -12.879, -2.938], [22.013, -9.632, -6.978], [21.865, -11.338, 0.595], [21.547, -15.234, -3.338], [21.602, -7.969, -1.647], [23.223, -14.682, -1.570], [24.790, -7.647, -6.793], [25.284, -6.917, -6.145], [23.048, -9.448, -6.667], [22.716, -7.341, -6.867], [23.095, -10.029, -5.338], [25.525, -8.447, -6.652], [23.605, -10.039, -7.391], [24.812, -7.375, -7.844], [21.751, -9.697, -0.618], [23.008, -9.050, -4.414], [21.880, -13.851, -2.289]],
  "mulliken_charge": [-0.46, -0.43, -0.46, -0.37, -0.60, 0.51, -0.47, 0.26, 1.58, -0.47, 1.48, -0.44, -1.40, 0.35, -0.44, 0.30, -0.23, 0.36, 0.32, 0.39, -0.55, 0.85, 1.93]
}

---

No. 5
{
  "formula": "C7H9Cl2NO4ScTl",
  "method": "the ωB97M-V functional and the def2-TZVPD basis",
  "relative_energy_kj_mol": 262.8,
  "spin_multiplicity": 1,
  "charge": 4,
  "elements": ["C", "H", "C", "Cl", "Sc", "Tl", "C", "O", "C", "H", "H", "C", "H", "H", "H", "H", "C", "N", "O", "H", "O", "Cl", "C", "H", "O"],
  "xyz": [[0.955, -1.478, 2.314], [4.522, 0.155, 1.452], [-2.256, 1.419, -0.360], [-2.290, -0.868, -4.256], [-1.514, -0.484, 0.669], [-4.849, -1.614, -3.474], [-5.045, 0.510, -1.731], [-2.493, 2.401, -0.859], [3.665, -0.409, 1.806], [3.481, -0.133, 2.852], [-0.151, -1.561, 2.539], [-4.158, 0.809, -5.210], [1.537, -2.405, 2.104], [2.461, 0.485, -1.113], [3.699, 1.282, -0.147], [2.086, 1.791, 0.128], [1.286, -0.398, 1.347], [2.485, 0.047, 1.090], [0.347, 0.049, 0.559], [1.438, -1.164, 3.233], [-5.227, 1.414, -1.075], [-3.144, -0.923, 2.282], [2.685, 0.908, -0.099], [3.955, -1.473, 1.603], [-3.477, 1.637, -5.651]],
  "mulliken_charge": [-1.14, 0.35, 0.38, 0.01, 1.00, 0.82, 0.14, 0.06, -0.72, 0.45, 0.36, 0.19, 0.45, 0.36, 0.36, 0.40, 0.95, 0.10, -0.33, 0.39, -0.09, -0.10, -0.69, 0.39, -0.08]
}